# 1
The following is a DFT calculation (ωB97M-V/def2-TZVPD) of a 2-piece molecular cluster, C3H9N3 overall at a distorted geometry.

## Properties
energy relative to the best compared isomer or geometry (same formula, charge and spin): 4.953 eV
SMILES string: [H]/N=C\N.C=NC
HOMO-LUMO gap: 8.68 eV
LUMO energy: 0.4 eV

```
! RIJCOSX wB97M-V def2-TZVPD def2/J DEFGRID3
* xyz 0 1
C 1.708 -1.557 -2.243
C 1.139 0.125 -0.761
N 1.687 -1.008 -0.938
H 2.693 -1.240 -2.677
H 0.814 -1.324 -2.782
H 1.633 -2.690 -2.252
H 0.430 0.450 0.090
H 1.572 1.169 -1.248
N -0.957 0.296 1.803
C -1.678 1.499 2.022
N -2.963 1.503 1.869
H -0.605 -0.287 2.629
H -1.179 -0.298 1.023
H -1.113 2.362 2.541
H -3.180 1.002 0.925
*
```


# 2
The following is a DFT calculation (ωB97M-V/def2-TZVPD) of an isolated ion of composition C4H8NO3 and charge +1 at a distorted geometry.

## Properties
energy relative to the best compared isomer or geometry (same formula, charge and spin): 0.296 eV
SMILES string: [NH3+][C@H](C=O)CC(=O)O
HOMO-LUMO gap: 11.19 eV
LUMO energy: -3.9 eV

```
! RIJCOSX wB97M-V def2-TZVPD def2/J DEFGRID3
* xyz 1 1
O -2.739 0.233 -0.624
C -1.843 1.035 -0.611
C -0.594 0.726 0.212
C 0.484 0.356 -0.778
C 1.578 -0.417 -0.126
O 2.362 0.284 0.701
O 1.638 -1.621 -0.189
N -0.971 -0.500 1.091
H -1.736 1.842 -1.352
H -0.403 1.550 0.899
H 0.871 1.213 -1.363
H 0.093 -0.373 -1.526
H 3.143 -0.233 0.930
H -0.417 -0.549 1.952
H -1.967 -0.435 1.305
H -0.756 -1.367 0.590
*
```


# 3
The following is a DFT calculation (ωB97M-V/def2-TZVPD) of C22H37ClOsP2 as an isolated structure at a distorted geometry.

## Properties
energy relative to the best compared isomer or geometry (same formula, charge and spin): 3.087 eV
HOMO-LUMO gap (spin up / spin down): 5.43 / 5.05 eV
LUMO energy (spin up / spin down): -6.8 / -8.9 eV

```
! RIJCOSX wB97M-V def2-TZVPD def2/J DEFGRID3
* xyz 2 5
P 0.250 -2.220 0.274
P 0.009 1.902 0.576
C 0.020 -0.728 -0.909
C 0.540 0.729 -0.768
H -0.968 -0.744 -1.414
H 0.765 -1.193 -1.583
H 1.611 0.817 -1.016
H -0.023 1.344 -1.479
C -1.610 2.549 0.025
H -1.815 3.386 0.704
H -2.394 1.785 0.139
H -1.562 2.897 -1.019
C 1.270 3.131 0.693
H 1.223 3.764 -0.198
H 2.256 2.663 0.781
H 1.043 3.711 1.589
C -1.069 -3.440 -0.036
H -0.956 -4.228 0.734
H -1.010 -3.896 -1.033
H -2.054 -2.965 0.084
C 1.987 -2.699 0.016
H 2.663 -1.915 0.379
H 2.246 -2.905 -1.029
H 2.162 -3.606 0.606
Os -0.369 -0.231 1.288
C 0.502 1.366 -3.610
C -0.846 1.390 -3.422
C -1.811 0.651 -4.300
C -1.444 -0.841 -4.593
C -0.656 -1.570 -3.569
C 0.696 -1.644 -3.598
C 1.581 -0.841 -4.512
C 1.168 0.652 -4.730
C 0.364 -1.464 2.819
H 1.143 2.048 -3.029
H -1.344 2.091 -2.740
H -1.923 1.160 -5.272
H -2.818 0.668 -3.851
H -2.394 -1.339 -4.835
H -0.903 -0.844 -5.553
H -1.212 -2.187 -2.846
H 1.270 -2.385 -3.011
H 1.633 -1.315 -5.506
H 2.614 -0.846 -4.129
H 2.092 1.154 -5.063
H 0.534 0.668 -5.631
H 0.987 -0.773 3.436
H 0.896 -2.416 2.634
H -0.573 -1.673 3.376
Cl 1.915 1.650 3.628
C 0.760 1.122 4.798
C 1.217 0.998 6.094
C 0.367 0.538 7.108
C -0.931 0.151 6.778
C -1.395 0.239 5.459
C -0.562 0.773 4.460
C -1.030 0.875 3.017
H 2.230 1.322 6.295
H 0.725 0.558 8.145
H -1.616 -0.211 7.535
H -2.379 -0.131 5.161
H -2.087 0.553 2.930
H -0.984 1.946 2.722
*
```


# 4
The following is a DFT calculation (ωB97M-V/def2-TZVPD) of one molecule with the formula C2H4ClNO at a distorted geometry.

## Properties
energy relative to the best compared isomer or geometry (same formula, charge and spin): 1.069 eV
SMILES string: [H]/N=C(\Cl)OC
HOMO-LUMO gap: 11.36 eV
LUMO energy: 0.9 eV

```
! RIJCOSX wB97M-V def2-TZVPD def2/J DEFGRID3
* xyz 0 1
C -0.249 -0.268 -0.883
C 0.368 0.755 1.038
N -0.402 -1.373 -0.270
O 0.158 0.887 -0.392
Cl -0.496 -0.112 -2.649
H -0.692 0.925 1.438
H 1.066 1.630 1.418
H 0.709 -0.291 1.224
H -0.461 -2.152 -0.924
*
```


# 5
The following is a DFT calculation (ωB97M-V/def2-TZVPD) of C24H30Br2N3O2PdSi2 as an isolated structure.

## Properties
energy relative to the best compared isomer or geometry (same formula, charge and spin): 0.000 eV
HOMO-LUMO gap: 7.08 eV
LUMO energy: -4.2 eV

```
! RIJCOSX wB97M-V def2-TZVPD def2/J DEFGRID3
* xyz 1 1
Pd 0.338 0.435 0.160
C 2.723 1.322 -1.860
Si 2.809 -0.529 -1.768
C 4.305 -1.037 -0.791
C 2.721 -1.235 -3.491
N 1.343 -1.119 -0.847
C 1.089 -2.337 -0.544
C 1.912 -3.475 -0.965
C 1.585 -4.728 -0.629
C 0.410 -5.039 0.175
C -0.403 -4.078 0.617
C -0.152 -2.658 0.319
N -0.855 -1.684 0.705
Si -2.348 -1.472 1.652
C -3.121 -3.030 2.324
C -1.855 -0.344 3.044
C -3.517 -0.655 0.456
H 3.587 1.683 -2.425
H 2.756 1.781 -0.871
H 1.826 1.680 -2.371
H 5.205 -0.651 -1.276
H 4.426 -2.114 -0.677
H 4.248 -0.599 0.207
H 3.594 -0.898 -4.056
H 1.837 -0.867 -4.018
H 2.703 -2.323 -3.535
H 2.791 -3.285 -1.560
H 2.205 -5.551 -0.960
H 0.211 -6.077 0.406
H -1.268 -4.312 1.217
H -2.479 -3.559 3.030
H -3.427 -3.723 1.538
H -4.026 -2.743 2.867
H -1.137 -0.823 3.712
H -2.737 -0.085 3.635
H -1.413 0.586 2.680
H -3.672 -1.261 -0.439
H -3.171 0.332 0.146
H -4.488 -0.529 0.941
Br -3.364 4.221 -1.791
C -2.375 2.670 -2.147
C -2.431 2.050 -3.383
C -1.679 0.905 -3.582
C -0.903 0.419 -2.548
N -0.850 1.031 -1.359
C -1.574 2.139 -1.151
H -3.052 2.455 -4.171
H -1.696 0.387 -4.529
H -0.314 -0.482 -2.647
H -1.492 2.603 -0.178
Br 1.185 5.878 5.164
C 1.936 4.255 4.565
C 3.078 3.760 5.178
C 3.632 2.565 4.741
C 3.047 1.864 3.699
C 1.905 2.377 3.094
C 1.341 3.576 3.518
C 1.272 1.641 1.990
O 1.651 0.459 1.667
O 0.310 2.138 1.312
H 3.532 4.308 5.991
H 4.523 2.182 5.220
H 3.460 0.926 3.355
H 0.456 3.962 3.035
*
```


# 6
The following is a DFT calculation (ωB97M-V/def2-TZVPD) of C20H16Cl2O6PdS as an isolated structure.

## Properties
energy relative to the best compared isomer or geometry (same formula, charge and spin): 0.000 eV
HOMO-LUMO gap (spin up / spin down): 5.43 / 3.39 eV
LUMO energy (spin up / spin down): -8.3 / -10.3 eV

```
! RIJCOSX wB97M-V def2-TZVPD def2/J DEFGRID3
* xyz 2 5
Pd -0.764 -0.114 -0.027
O 5.333 -1.646 -0.744
C 4.233 -1.345 -0.609
C 3.177 -0.651 -1.751
O 3.559 -0.379 -2.816
C 1.882 -0.543 -1.031
C 1.932 -0.973 0.336
O 0.932 -0.952 1.074
C 3.261 -1.457 0.783
O 3.709 -1.852 1.782
O 0.837 -0.128 -1.560
Cl -2.014 -2.263 -0.787
C -3.329 -1.959 0.387
Cl -3.063 -0.374 1.168
H -3.298 -2.728 1.149
H -4.265 -1.921 -0.157
O -0.235 1.782 0.664
S -0.842 3.124 0.135
C -1.695 3.809 1.575
C -2.693 4.864 1.174
C -2.620 6.130 1.741
C -3.550 7.099 1.393
C -4.547 6.810 0.473
C -4.624 5.544 -0.092
C -3.702 4.572 0.261
C 0.636 4.154 -0.001
C 0.284 5.603 -0.184
C 0.701 6.529 0.766
C 0.392 7.872 0.608
C -0.350 8.286 -0.488
C -0.771 7.363 -1.437
C -0.447 6.024 -1.292
H -0.946 4.179 2.275
H -2.173 2.927 2.009
H -1.840 6.362 2.454
H -3.494 8.081 1.843
H -5.269 7.567 0.201
H -5.406 5.313 -0.802
H -3.777 3.583 -0.179
H 1.181 3.731 -0.847
H 1.198 3.980 0.917
H 1.284 6.205 1.620
H 0.734 8.592 1.339
H -0.595 9.333 -0.610
H -1.342 7.688 -2.295
H -0.763 5.313 -2.048
*
```


# 7
The following is a DFT calculation (ωB97M-V/def2-TZVPD) of a 18-piece molecular cluster, C21H63NO22S overall at a distorted geometry.

## Properties
energy relative to the best compared isomer or geometry (same formula, charge and spin): 0.000 eV
HOMO-LUMO gap: 6.50 eV
LUMO energy: 0.1 eV

```
! RIJCOSX wB97M-V def2-TZVPD def2/J DEFGRID3
* xyz 0 1
C -0.221 1.650 6.203
C -0.088 2.631 5.053
C 0.455 4.026 5.365
C -0.444 2.301 3.763
C -1.592 2.984 3.017
C -2.607 1.953 2.491
C -2.125 1.319 1.161
C -3.307 1.068 0.207
C -1.178 0.104 1.425
C -1.660 -1.283 0.940
C -1.038 -1.648 -0.401
C -0.662 -2.980 -0.630
C -0.041 -3.411 -1.806
C 0.219 -2.447 -2.769
C -0.180 -1.111 -2.555
C -0.803 -0.686 -1.400
C 0.219 -0.371 -3.811
O -0.294 0.587 -4.303
N 1.310 -1.135 -4.353
C 2.603 -0.954 -3.668
C 3.555 0.033 -4.364
C 2.905 1.327 -4.865
S 2.349 2.420 -3.562
O 2.285 1.733 -2.288
O 1.134 3.088 -3.945
O 3.499 3.559 -3.436
C 0.895 -2.517 -4.120
O 1.091 -3.427 -4.859
H -1.285 1.468 6.345
H 0.279 0.698 5.977
H 0.199 2.076 7.120
H 0.664 4.556 4.438
H -0.234 4.602 6.004
H 1.387 3.894 5.920
H 0.142 1.530 3.253
H -2.102 3.623 3.743
H -1.192 3.608 2.210
H -2.763 1.166 3.236
H -3.531 2.504 2.314
H -1.510 2.100 0.694
H -3.907 1.980 0.201
H -3.953 0.297 0.636
H -3.029 0.873 -0.827
H -0.197 0.274 0.971
H -1.000 0.039 2.499
H -1.258 -2.029 1.636
H -2.742 -1.415 0.952
H -0.858 -3.715 0.135
H 0.247 -4.439 -1.982
H -1.059 0.358 -1.274
H 3.094 -1.933 -3.679
H 2.518 -0.671 -2.614
H 4.019 -0.470 -5.214
H 4.327 0.284 -3.635
H 2.112 1.166 -5.594
H 3.681 1.875 -5.404
H 3.204 4.075 -2.669
O -2.888 0.453 7.871
H -2.977 -0.469 8.152
H -2.523 0.907 8.640
O 4.099 1.726 -7.681
H 3.522 1.599 -8.440
H 4.250 2.679 -7.665
O 0.581 -5.340 0.724
H 1.421 -5.470 0.259
H 0.067 -6.130 0.515
O -4.856 2.159 9.372
H -5.136 1.666 10.149
H -4.517 1.484 8.768
O -3.754 -1.982 7.017
H -3.321 -1.883 6.163
H -4.331 -2.743 6.907
O 2.616 -6.343 -0.998
H 3.472 -6.433 -1.437
H 2.133 -7.143 -1.229
O 5.305 -5.080 -1.093
H 5.100 -4.174 -1.346
H 5.222 -5.080 -0.133
O -4.533 2.947 -2.120
H -3.852 2.783 -2.782
H -4.774 3.868 -2.256
O -2.386 0.930 -6.400
H -1.834 0.757 -5.628
H -2.222 1.855 -6.601
O -5.772 1.254 6.192
H -4.926 1.185 6.649
H -6.401 0.861 6.803
O 2.376 -0.179 0.044
H 1.756 -0.291 -0.687
H 2.548 0.769 0.051
O -2.266 -4.573 -3.921
H -1.570 -4.725 -4.570
H -2.496 -3.645 -4.036
O 5.454 3.795 -9.416
H 5.919 4.578 -9.725
H 5.567 3.154 -10.125
O -3.210 4.602 1.034
H -3.760 4.503 0.249
H -3.028 5.546 1.083
O -1.051 -7.350 1.747
H -0.776 -6.582 2.263
H -1.532 -7.901 2.371
O 6.580 -0.482 -3.309
H 7.050 0.297 -3.623
H 6.696 -1.127 -4.015
O 2.287 0.477 3.122
H 2.792 1.242 2.832
H 2.348 -0.142 2.382
*
```


# 8
The following is a DFT calculation (ωB97M-V/def2-TZVPD) of C25H28BCl3GeN7O2Ti as an isolated structure at a distorted geometry.

## Properties
energy relative to the best compared isomer or geometry (same formula, charge and spin): 1.749 eV
HOMO-LUMO gap (spin up / spin down): 6.52 / 4.26 eV
LUMO energy (spin up / spin down): -7.7 / -9.9 eV

```
! RIJCOSX wB97M-V def2-TZVPD def2/J DEFGRID3
* xyz 2 2
Ti 0.742 -0.004 -0.947
C -2.052 -2.205 -1.930
C -1.304 -2.392 -0.662
C -1.604 -3.329 0.334
C -0.665 -3.184 1.386
C -0.462 -4.016 2.580
N 0.194 -2.260 1.034
N -0.258 -1.625 -0.283
B 0.743 -1.207 2.143
N -0.092 0.126 2.071
N 0.260 0.949 0.895
C 0.094 2.234 1.245
C 0.798 3.344 0.591
C -0.580 2.295 2.464
C -0.623 1.001 2.984
C -1.213 0.376 4.244
N 2.124 -0.872 1.683
N 2.312 -0.701 0.288
C 3.610 -0.348 0.136
C 4.316 -0.102 -1.165
C 4.278 -0.398 1.350
C 3.244 -0.741 2.324
C 3.410 -1.099 3.751
H -3.107 -2.430 -1.769
H -1.809 -1.219 -2.380
H -1.626 -3.004 -2.613
H -2.377 -4.084 0.251
H -1.399 -4.652 2.689
H 0.408 -4.751 2.415
H -0.294 -3.423 3.488
H 0.499 -1.560 3.247
H 0.706 4.301 1.079
H 1.882 3.191 0.637
H 0.642 3.459 -0.468
H -0.984 3.211 2.993
H -2.036 1.068 4.472
H -1.453 -0.722 4.161
H -0.460 0.492 5.024
H 4.213 -0.964 -1.787
H 3.764 0.766 -1.535
H 5.483 -0.042 -0.979
H 5.324 -0.238 1.553
H 4.410 -0.889 4.142
H 2.642 -0.512 4.283
H 3.190 -2.200 3.871
O 1.907 2.900 -3.443
C 1.235 2.266 -2.639
O 1.682 1.591 -1.575
C -0.224 2.135 -2.752
C -0.853 2.586 -3.910
C -2.259 2.498 -3.943
C -2.998 2.019 -2.837
C -4.388 2.193 -2.710
C -5.011 1.932 -1.499
C -4.241 1.585 -0.383
C -2.881 1.301 -0.419
C -2.232 1.543 -1.657
N -0.835 1.442 -1.791
H -0.181 2.906 -4.761
H -2.825 2.737 -4.819
H -4.904 2.406 -3.610
H -6.081 2.024 -1.383
H -4.712 1.599 0.589
H -2.302 0.870 0.355
Cl 1.964 -3.956 -2.495
Ge 2.668 -2.486 -4.136
Cl 0.833 -0.976 -3.362
Cl 1.747 -2.753 -6.109
*
```


# 9
The following is a DFT calculation (ωB97M-V/def2-TZVPD) of C16H14ClFGd as an isolated structure at a distorted geometry.

## Properties
HOMO-LUMO gap (spin up / spin down): 4.96 / 4.97 eV
LUMO energy (spin up / spin down): 3.0 / 0.7 eV

```
! RIJCOSX wB97M-V def2-TZVPD def2/J DEFGRID3
* xyz -1 8
C 0.864 -1.160 -2.635
C -0.137 -0.122 -2.673
C -1.256 -0.558 -1.929
H -0.061 0.846 -3.173
C -0.970 -1.827 -1.385
C 0.335 -2.219 -1.823
H 0.874 -3.094 -1.450
H 1.916 -1.032 -2.934
H -2.223 -0.048 -1.881
H -1.676 -2.412 -0.783
Gd 1.224 -0.359 -0.371
Cl 2.691 1.586 -0.660
C -0.630 1.791 2.271
C -1.652 0.794 2.242
C -2.416 0.979 1.036
H -1.774 -0.029 2.951
C -1.861 2.104 0.335
C -0.747 2.598 1.096
H -0.064 3.391 0.786
H 0.173 1.861 3.013
H -3.184 0.307 0.656
H -2.157 2.438 -0.662
F 4.153 -3.619 4.027
C 3.273 -2.942 3.198
C 2.169 -2.317 3.805
C 1.283 -1.615 2.968
C 1.539 -1.663 1.626
C 2.663 -2.190 1.005
C 3.566 -2.897 1.835
H 2.022 -2.364 4.881
H 0.447 -1.046 3.392
H 2.898 -2.055 -0.072
H 4.458 -3.387 1.428
*
```


# 10
The following is a DFT calculation (ωB97M-V/def2-TZVPD) of one molecule with the formula HNO2 at a distorted geometry.

## Properties
energy relative to the best compared isomer or geometry (same formula, charge and spin): 0.097 eV
SMILES string: O=NO
HOMO-LUMO gap: 10.96 eV
LUMO energy: 0.2 eV

```
! RIJCOSX wB97M-V def2-TZVPD def2/J DEFGRID3
* xyz 0 1
H 0.714 -0.359 -1.083
N -0.351 -0.353 0.445
O 0.247 0.312 -0.647
O -0.610 0.401 1.285
*
```


# 11
The following is a DFT calculation (ωB97M-V/def2-TZVPD) of one molecule with the formula C16H16ClN3O3.

## Properties
energy relative to the best compared isomer or geometry (same formula, charge and spin): 0.136 eV
SMILES string: O=C(COc1ccccc1Cl)NCCNC(=O)c1ccncc1
HOMO-LUMO gap: 9.06 eV
LUMO energy: 0.2 eV

```
! RIJCOSX wB97M-V def2-TZVPD def2/J DEFGRID3
* xyz 0 1
O -2.241 1.062 3.624
C -1.246 0.933 2.946
N -0.777 1.867 2.093
H 0.029 1.610 1.540
C -1.631 2.916 1.597
H -2.236 3.284 2.429
H -1.009 3.724 1.206
C -2.571 2.364 0.509
N -1.836 1.801 -0.601
C -1.498 0.492 -0.656
O -1.821 -0.317 0.193
C -0.711 0.085 -1.861
C 0.180 0.922 -2.527
C 0.885 0.404 -3.603
N 0.750 -0.835 -4.039
C -0.098 -1.629 -3.407
C -0.843 -1.225 -2.312
H -1.512 -1.898 -1.801
H -0.175 -2.635 -3.796
H 1.598 1.014 -4.143
H 0.360 1.937 -2.208
H -1.512 2.427 -1.320
H -3.163 1.557 0.949
H -3.234 3.150 0.144
C -0.405 -0.348 2.992
O 0.754 -0.216 2.195
C 1.029 -1.126 1.227
C 0.665 -2.467 1.251
C 1.046 -3.313 0.224
C 1.808 -2.848 -0.832
C 2.188 -1.517 -0.871
C 1.787 -0.671 0.142
Cl 2.211 1.005 0.086
H 2.775 -1.133 -1.691
H 2.109 -3.511 -1.627
H 0.748 -4.350 0.259
H 0.090 -2.854 2.077
H -0.125 -0.569 4.027
H -1.063 -1.139 2.620
*
```


# 12
The following is a DFT calculation (ωB97M-V/def2-TZVPD) of a 2-piece molecular cluster, C2H4IN2 overall at a distorted geometry.

## Properties
energy relative to the best compared isomer or geometry (same formula, charge and spin): 1.755 eV
HOMO-LUMO gap: 6.35 eV
LUMO energy: -6.6 eV

```
! RIJCOSX wB97M-V def2-TZVPD def2/J DEFGRID3
* xyz 1 1
C 1.236 -0.037 0.479
C 0.010 1.343 -1.108
N 0.287 0.352 -0.314
N -0.611 2.010 -1.889
I -1.184 -3.375 1.500
H 2.188 0.416 0.616
H 1.190 -1.051 0.956
H -2.348 -2.506 2.169
H -0.769 2.848 -2.410
*
```


Taking the records one at a time from the top gives energy values of -7722.62126; -11903.30106; -56957.07265; -18198.01879; -193257.89460; -72623.02898; -80166.71961; -158770.42890; -52889.66543; -5598.45758; -39987.94965; -13209.89001 eV.